Record 1
{"formula": "C21H27N3O7S", "method": "ωB97M-V/def2-TZVPD", "e_above_lowest_kcal_mol": 8.2, "total_charge": 0, "smiles": "CS(=O)(=O)NCc1cccc(-c2cccc(C(=O)O)c2)c1.CNC(=O)[C@H](CO)NC(C)=O", "lumo_ha": 0.005, "orbital_gap_ha": 0.3306, "elements": ["O", "O", "O", "O", "O", "O", "O", "C", "C", "C", "C", "C", "C", "C", "C", "C", "C", "C", "C", "C", "C", "C", "N", "N", "N", "C", "C", "C", "C", "C", "C", "S", "H", "H", "H", "H", "H", "H", "H", "H", "H", "H", "H", "H", "H", "H", "H", "H", "H", "H", "H", "H", "H", "H", "H", "H", "H", "H", "H"], "positions_angstrom": [[-2.0088, 1.4042, -5.1621], [3.5637, -4.9567, -0.4992], [4.2526, -0.4940, -1.0072], [2.1479, 3.0814, 2.9246], [0.8433, 3.6042, 4.9390], [-3.7858, 1.7193, -6.5178], [2.8324, -0.5427, 1.6831], [-3.2031, 1.6131, -5.3011], [3.4134, -4.5405, 0.6410], [4.1182, -1.6958, -0.7870], [-6.2258, 2.1564, -3.0794], [-3.9097, 0.7520, 1.9836], [-5.4266, 2.0221, -4.2166], [-5.6644, 2.0234, -1.8073], [-4.4575, 0.9584, 0.7178], [-3.5054, 1.6231, -2.8054], [-2.6003, 1.1468, 2.2471], [-2.3877, 1.9700, -0.0158], [-4.0508, 1.7571, -4.0984], [-4.2954, 1.7479, -1.6488], [-3.7073, 1.5652, -0.3044], [-1.8244, 1.7714, 1.2572], [5.0655, -2.5809, -1.1206], [3.0958, -3.2769, 0.9136], [-0.3958, 2.8030, 2.9007], [3.6150, -5.4612, 1.8204], [6.3405, -2.2429, -1.7520], [-0.4068, 2.1953, 1.5668], [2.0780, -1.0749, 0.6104], [1.0907, 0.9974, 4.3208], [2.8476, -2.2136, -0.0772], [1.0309, 2.7094, 3.7958], [-3.0591, 1.5933, -7.1467], [3.5377, -0.0052, 1.2945], [-7.2862, 2.3670, -3.1853], [-4.4998, 0.2777, 2.7624], [-5.8825, 2.1265, -5.1984], [-6.3050, 2.1481, -0.9400], [-5.4703, 0.6159, 0.5315], [-2.4491, 1.3903, -2.7065], [-2.1880, 0.9743, 3.2373], [-1.7951, 2.4569, -0.7840], [4.8489, -3.5604, -0.9672], [3.0328, -3.0040, 1.8828], [-0.6568, 3.7801, 2.8717], [4.3884, -5.0561, 2.4703], [2.6795, -5.5537, 2.3687], [3.9223, -6.4405, 1.4551], [6.7386, -1.3236, -1.3159], [6.1927, -2.0894, -2.8224], [7.0590, -3.0502, -1.6022], [0.2402, 1.3126, 1.5296], [-0.0351, 2.9083, 0.8221], [1.8527, -0.2864, -0.1101], [1.1354, -1.4632, 0.9990], [1.9834, 0.8444, 4.9276], [1.1283, 0.3446, 3.4506], [0.2020, 0.7748, 4.9110], [2.2048, -2.6229, -0.8574]], "lowdin_charge": [0.09, 0.03, 0.05, -0.33, -0.33, 0.11, -0.06, -0.47, -0.56, -0.44, -0.06, -0.07, -0.02, -0.02, -0.03, 0.05, -0.04, 0.02, -0.12, -0.16, -0.17, -0.20, 0.03, 0.11, -0.15, 0.01, -0.05, -0.19, -0.21, -0.13, -0.17, 0.62, 0.13, 0.10, 0.11, 0.10, 0.12, 0.11, 0.11, 0.12, 0.10, 0.12, 0.10, 0.14, 0.12, 0.08, 0.08, 0.09, 0.09, 0.09, 0.08, 0.11, 0.13, 0.12, 0.13, 0.08, 0.04, 0.07, 0.16]}

---

Record 2
{"formula": "C21H27N3P2Pt", "method": "ωB97M-V/def2-TZVPD", "e_above_lowest_kcal_mol": 0.0, "total_charge": 2, "lumo_ha": -0.238, "orbital_gap_ha": 0.3046, "elements": ["Pt", "C", "C", "C", "C", "N", "C", "C", "C", "C", "C", "C", "N", "C", "C", "C", "C", "C", "N", "H", "H", "H", "H", "H", "H", "H", "H", "H", "H", "H", "C", "P", "C", "C", "C", "P", "C", "C", "H", "H", "H", "H", "H", "H", "H", "H", "H", "H", "H", "H", "H", "H", "H", "H"], "positions_angstrom": [[-0.4366, -0.5196, 0.0987], [2.9028, 3.4200, -2.3367], [2.4237, 4.2475, -1.3323], [1.9787, 3.6692, -0.1545], [2.0032, 2.2809, -0.0367], [2.3924, 1.4785, -1.0245], [2.8497, 2.0480, -2.1380], [1.7707, 1.6507, 1.2895], [2.4687, 2.2433, 2.3401], [2.4487, 1.6841, 3.5964], [1.7653, 0.4949, 3.7546], [1.1096, -0.0652, 2.6714], [1.0506, 0.5268, 1.4565], [0.4063, -1.3533, 2.8570], [0.6311, -2.1619, 3.9649], [-0.1446, -3.2868, 4.1680], [-1.1500, -3.5692, 3.2586], [-1.2747, -2.7567, 2.1536], [-0.4957, -1.6908, 1.9230], [3.3074, 3.8205, -3.2555], [2.4111, 5.3225, -1.4521], [1.5997, 4.2895, 0.6471], [3.2030, 1.3766, -2.9137], [3.0717, 3.1175, 2.1465], [2.9805, 2.1384, 4.4210], [1.7261, 0.0249, 4.7232], [1.4168, -1.9296, 4.6656], [0.0237, -3.9192, 5.0289], [-1.8188, -4.4080, 3.3864], [-2.0453, -2.9706, 1.4353], [-1.6807, -3.6373, -1.1054], [-1.9313, -1.8468, -0.9525], [-3.5442, -1.5531, -0.1667], [-2.2390, -1.3465, -2.6761], [-2.1543, 0.1674, -2.7123], [-0.6255, 0.6584, -1.8231], [-0.8169, 2.4564, -1.8300], [0.6644, 0.1436, -2.9954], [-2.6571, -4.0841, -1.3006], [-1.2278, -4.1147, -0.2436], [-1.0336, -3.8146, -1.9645], [-4.3128, -2.1555, -0.6532], [-3.7908, -0.4975, -0.2777], [-3.5375, -1.7744, 0.8989], [-3.2112, -1.7434, -2.9736], [-1.4950, -1.7970, -3.3314], [-3.0268, 0.6282, -2.2481], [-2.0798, 0.5595, -3.7287], [-0.5189, 2.8352, -2.8081], [-0.2458, 2.9516, -1.0613], [-1.8731, 2.6807, -1.6765], [0.7201, 0.8427, -3.8309], [0.4169, -0.8388, -3.3919], [1.6251, 0.0771, -2.4897]], "lowdin_charge": [0.80, -0.02, -0.03, -0.03, -0.28, 0.10, -0.14, -0.18, 0.02, 0.01, 0.02, -0.19, 0.05, -0.20, 0.03, 0.01, 0.00, -0.13, -0.04, 0.12, 0.13, 0.13, 0.12, 0.13, 0.14, 0.12, 0.12, 0.13, 0.13, 0.06, -0.20, 0.70, -0.21, -0.37, -0.38, 0.70, -0.20, -0.23, 0.08, 0.04, 0.06, 0.07, 0.06, 0.04, 0.11, 0.08, 0.09, 0.11, 0.07, 0.02, 0.06, 0.07, 0.05, 0.01]}

---

Please write out number 2 again, unchanged.
{"formula": "C21H27N3P2Pt", "method": "ωB97M-V/def2-TZVPD", "e_above_lowest_kcal_mol": 0.0, "total_charge": 2, "lumo_ha": -0.238, "orbital_gap_ha": 0.3046, "elements": ["Pt", "C", "C", "C", "C", "N", "C", "C", "C", "C", "C", "C", "N", "C", "C", "C", "C", "C", "N", "H", "H", "H", "H", "H", "H", "H", "H", "H", "H", "H", "C", "P", "C", "C", "C", "P", "C", "C", "H", "H", "H", "H", "H", "H", "H", "H", "H", "H", "H", "H", "H", "H", "H", "H"], "positions_angstrom": [[-0.4366, -0.5196, 0.0987], [2.9028, 3.4200, -2.3367], [2.4237, 4.2475, -1.3323], [1.9787, 3.6692, -0.1545], [2.0032, 2.2809, -0.0367], [2.3924, 1.4785, -1.0245], [2.8497, 2.0480, -2.1380], [1.7707, 1.6507, 1.2895], [2.4687, 2.2433, 2.3401], [2.4487, 1.6841, 3.5964], [1.7653, 0.4949, 3.7546], [1.1096, -0.0652, 2.6714], [1.0506, 0.5268, 1.4565], [0.4063, -1.3533, 2.8570], [0.6311, -2.1619, 3.9649], [-0.1446, -3.2868, 4.1680], [-1.1500, -3.5692, 3.2586], [-1.2747, -2.7567, 2.1536], [-0.4957, -1.6908, 1.9230], [3.3074, 3.8205, -3.2555], [2.4111, 5.3225, -1.4521], [1.5997, 4.2895, 0.6471], [3.2030, 1.3766, -2.9137], [3.0717, 3.1175, 2.1465], [2.9805, 2.1384, 4.4210], [1.7261, 0.0249, 4.7232], [1.4168, -1.9296, 4.6656], [0.0237, -3.9192, 5.0289], [-1.8188, -4.4080, 3.3864], [-2.0453, -2.9706, 1.4353], [-1.6807, -3.6373, -1.1054], [-1.9313, -1.8468, -0.9525], [-3.5442, -1.5531, -0.1667], [-2.2390, -1.3465, -2.6761], [-2.1543, 0.1674, -2.7123], [-0.6255, 0.6584, -1.8231], [-0.8169, 2.4564, -1.8300], [0.6644, 0.1436, -2.9954], [-2.6571, -4.0841, -1.3006], [-1.2278, -4.1147, -0.2436], [-1.0336, -3.8146, -1.9645], [-4.3128, -2.1555, -0.6532], [-3.7908, -0.4975, -0.2777], [-3.5375, -1.7744, 0.8989], [-3.2112, -1.7434, -2.9736], [-1.4950, -1.7970, -3.3314], [-3.0268, 0.6282, -2.2481], [-2.0798, 0.5595, -3.7287], [-0.5189, 2.8352, -2.8081], [-0.2458, 2.9516, -1.0613], [-1.8731, 2.6807, -1.6765], [0.7201, 0.8427, -3.8309], [0.4169, -0.8388, -3.3919], [1.6251, 0.0771, -2.4897]], "lowdin_charge": [0.80, -0.02, -0.03, -0.03, -0.28, 0.10, -0.14, -0.18, 0.02, 0.01, 0.02, -0.19, 0.05, -0.20, 0.03, 0.01, 0.00, -0.13, -0.04, 0.12, 0.13, 0.13, 0.12, 0.13, 0.14, 0.12, 0.12, 0.13, 0.13, 0.06, -0.20, 0.70, -0.21, -0.37, -0.38, 0.70, -0.20, -0.23, 0.08, 0.04, 0.06, 0.07, 0.06, 0.04, 0.11, 0.08, 0.09, 0.11, 0.07, 0.02, 0.06, 0.07, 0.05, 0.01]}